1.
C18H28F9N2O8S | ωB97M-V/def2-TZVPD

```
! RIJCOSX wB97M-V def2-TZVPD def2/J DEFGRID3
* xyz 1 1
C 2.891 -3.854 3.251
C 2.763 -2.643 3.103
N 2.600 -1.184 3.248
C 3.641 -0.577 4.183
C 3.277 -0.887 5.697
C 2.103 0.024 6.322
N 1.705 1.199 5.511
S 2.606 -0.461 1.628
C 1.065 -1.011 0.768
O 3.836 -0.752 0.868
O 2.478 1.012 1.769
H 2.925 -4.952 3.531
H 1.673 -0.996 3.690
H 3.862 0.512 3.958
H 4.609 -1.147 3.961
H 4.209 -0.797 6.331
H 2.926 -1.976 5.764
H 2.484 0.424 7.324
H 1.212 -0.663 6.510
H 1.010 0.980 4.792
H 2.500 1.728 5.145
H 0.931 -2.136 0.825
H 1.077 -0.605 -0.292
H 0.167 -0.541 1.302
C 6.039 1.091 0.853
C 7.089 2.017 0.273
O 6.772 3.388 0.562
C 7.108 3.823 1.788
O 7.637 3.147 2.628
C 6.759 5.304 1.942
F 5.527 5.593 1.475
F 7.621 6.090 1.267
F 6.788 5.710 3.222
H 5.044 1.373 0.504
H 6.236 0.057 0.567
H 6.022 1.151 1.945
H 7.103 1.921 -0.814
H 8.091 1.767 0.631
C -1.075 2.051 -3.051
C -1.836 2.276 -1.759
O -3.196 1.831 -1.885
C -3.403 0.513 -1.739
O -2.539 -0.294 -1.517
C -4.894 0.194 -1.849
F -5.480 0.821 -2.887
F -5.570 0.572 -0.745
F -5.131 -1.119 -2.014
H -1.593 2.524 -3.888
H -0.066 2.462 -2.980
H -0.999 0.987 -3.284
H -1.876 3.344 -1.538
H -1.346 1.790 -0.911
C -8.417 -1.782 -3.734
C -7.219 -2.364 -4.458
O -7.609 -3.485 -5.266
C -8.149 -3.191 -6.462
O -8.320 -2.076 -6.873
C -8.470 -4.471 -7.231
F -9.084 -5.393 -6.462
F -7.353 -5.055 -7.715
F -9.276 -4.254 -8.282
H -8.929 -2.556 -3.157
H -8.109 -0.982 -3.059
H -9.146 -1.378 -4.440
H -6.498 -2.738 -3.729
H -6.707 -1.610 -5.061
*
```

total energy: -73761.2904 eV
LUMO energy: -3.81 eV
F_max: 8.39 eV/A
gap between HOMO and LUMO: 8.72 eV

=====

2.
C18H28I2NO6P2 | ωB97M-V/def2-TZVPD

```
! RIJCOSX wB97M-V def2-TZVPD def2/J DEFGRID3
* xyz -1 1
C 1.464 -2.738 1.508
C 0.094 -2.091 1.371
I -1.116 -3.477 0.196
C -0.654 -1.875 2.683
I 0.633 -1.026 4.183
C -1.930 -1.089 2.556
C -2.337 -0.519 1.413
C -3.611 0.212 1.323
O -3.789 1.113 0.539
C -4.669 -0.216 2.269
P -6.420 -0.015 1.887
P -6.812 -2.054 1.204
O -5.790 -2.978 1.714
O -6.953 -2.091 -0.395
O -8.274 -2.380 1.736
C -4.295 -0.775 3.421
C -2.849 -0.942 3.732
O -2.494 -0.932 4.887
H 2.183 -2.000 1.850
H 1.402 -3.602 2.169
H 1.794 -3.054 0.523
H 0.217 -1.168 0.802
H -0.923 -2.859 3.068
H -1.766 -0.551 0.498
H -6.384 0.723 0.693
H -6.443 -1.366 -0.780
H -8.494 -3.294 1.500
H -5.012 -1.105 4.160
C 0.998 2.942 -1.563
C 1.581 1.538 -1.820
C 2.155 1.492 -3.245
C 3.465 2.263 -3.435
C 4.302 2.319 -2.147
C 3.986 1.210 -1.137
N 2.586 1.282 -0.782
O 2.249 0.306 0.176
C 4.793 1.506 0.127
C 4.447 -0.158 -1.681
C 0.443 0.538 -1.776
H 0.562 2.974 -0.564
H 0.216 3.202 -2.291
H 1.778 3.704 -1.615
H 2.321 0.447 -3.516
H 1.401 1.860 -3.950
H 4.041 1.782 -4.231
H 3.265 3.279 -3.786
H 5.366 2.293 -2.403
H 4.138 3.279 -1.648
H 4.446 2.436 0.578
H 5.860 1.608 -0.112
H 4.674 0.706 0.855
H 5.522 -0.148 -1.894
H 3.929 -0.434 -2.601
H 4.252 -0.931 -0.938
H -0.304 0.784 -2.540
H -0.050 0.548 -0.805
H 0.806 -0.474 -1.965
*
```

total energy: -67674.4167 eV
LUMO energy: 0.69 eV
F_max: 1.33 eV/A
gap between HOMO and LUMO: 2.43 eV

=====

3.
C18H28IrN8OS | ωB97M-V/def2-TZVPD

```
! RIJCOSX wB97M-V def2-TZVPD def2/J DEFGRID3
* xyz 3 1
Ir 0.057 0.375 0.174
C -1.510 3.490 -2.345
C -0.857 2.298 -1.750
N -1.204 1.749 -0.621
N -2.246 2.205 0.164
C -2.289 1.816 1.460
N -3.262 2.244 2.229
S -1.058 0.778 2.130
C 0.265 1.618 -2.429
C 0.609 1.919 -3.730
C 1.625 1.191 -4.353
C 2.255 0.195 -3.642
C 1.872 -0.051 -2.323
N 0.919 0.645 -1.719
H -2.163 4.014 -1.652
H -2.093 3.199 -3.224
H -0.752 4.199 -2.680
H -2.969 2.776 -0.257
H -3.967 2.905 1.927
H -3.316 1.935 3.191
H 0.093 2.699 -4.271
H 1.900 1.406 -5.377
H 3.039 -0.404 -4.084
H 2.360 -0.805 -1.722
N -3.486 -2.392 -3.124
C -2.699 -3.390 -2.672
O -2.769 -4.532 -3.046
C -1.634 -3.053 -1.631
C -0.944 -4.139 -1.100
C 0.039 -3.921 -0.152
C 0.330 -2.627 0.226
N -0.314 -1.568 -0.298
C -1.290 -1.785 -1.204
H -4.204 -2.641 -3.790
H -3.512 -1.472 -2.730
H -1.211 -5.131 -1.444
H 0.577 -4.741 0.302
H 1.068 -2.434 0.981
H -1.772 -0.895 -1.584
C 5.109 -0.547 -0.382
C 4.266 -0.163 0.827
C 4.854 -0.745 2.112
C 4.137 1.353 0.929
N 2.912 -0.764 0.569
N 1.809 -0.197 1.237
H 6.145 -0.256 -0.218
H 4.757 -0.048 -1.285
H 5.100 -1.627 -0.541
H 5.854 -0.352 2.290
H 4.938 -1.831 2.045
H 4.244 -0.491 2.983
H 5.136 1.785 0.961
H 3.653 1.687 1.853
H 3.630 1.780 0.059
H 2.889 -1.775 0.609
H 2.124 0.723 1.556
H 1.580 -0.728 2.083
*
```

total energy: -46737.4845 eV
LUMO energy: -11.21 eV
F_max: 1.44 eV/A
gap between HOMO and LUMO: 6.50 eV
relative energy (zero: lowest compared OMol25 entry of this formula, charge and spin): 1.5120 eV

=====

4.
C18H28N2O6Yb | ωB97M-V/def2-TZVPD

```
! RIJCOSX wB97M-V def2-TZVPD def2/J DEFGRID3
* xyz 3 2
Yb -0.721 0.259 0.120
C 0.205 1.265 3.120
C -0.039 -0.218 3.408
O -0.846 -0.697 2.309
C -1.184 -2.097 2.348
C -0.466 -2.815 1.199
O -0.746 -2.045 0.014
C -0.315 -2.654 -1.221
C -1.047 -1.916 -2.341
O -0.887 -0.512 -2.083
C -1.493 0.309 -3.094
C -1.178 1.795 -2.779
O -0.682 1.971 -1.432
C 0.646 2.527 -1.353
C 1.702 1.421 -1.498
O 1.450 0.348 -0.559
C 2.377 0.246 0.537
C 2.096 1.336 1.582
O 0.664 1.434 1.767
H 0.907 1.698 3.838
H -0.747 1.811 3.177
H -0.574 -0.324 4.358
H 0.907 -0.779 3.455
H -2.270 -2.166 2.215
H -0.918 -2.551 3.305
H -0.856 -3.833 1.093
H 0.620 -2.862 1.366
H -0.578 -3.716 -1.243
H 0.778 -2.557 -1.318
H -2.114 -2.174 -2.346
H -0.613 -2.179 -3.311
H -2.576 0.126 -3.123
H -1.082 0.047 -4.077
H -2.088 2.397 -2.876
H -0.447 2.172 -3.498
H 0.698 3.024 -0.374
H 0.794 3.288 -2.128
H 2.704 1.835 -1.362
H 1.644 0.975 -2.497
H 3.412 0.316 0.183
H 2.224 -0.763 0.951
H 2.460 2.308 1.225
H 2.613 1.103 2.516
N -8.379 0.703 0.362
C -7.239 0.727 0.300
C -5.819 0.704 0.240
C -5.045 1.859 0.380
C -3.667 1.752 0.340
N -3.009 0.583 0.173
C -3.777 -0.520 0.004
C -5.154 -0.512 0.038
H -5.519 2.820 0.517
H -3.052 2.641 0.450
H -3.253 -1.458 -0.160
H -5.716 -1.424 -0.086
*
```

total energy: -65889.8905 eV
LUMO energy (spin up / spin down): -9.31 / -10.54 eV
F_max: 0.90 eV/A
gap between HOMO and LUMO (spin up / spin down): 9.58 / 8.34 eV
relative energy (zero: lowest compared OMol25 entry of this formula, charge and spin): 0.3631 eV

=====

5.
C18H28N2OS2 | ωB97M-V/def2-TZVPD

```
! RIJCOSX wB97M-V def2-TZVPD def2/J DEFGRID3
* xyz 0 1
O -3.422 -2.400 1.161
C -2.637 -3.443 0.418
C -1.123 -3.099 0.287
H -0.823 -3.034 1.282
H -0.788 -4.270 -0.234
C -1.015 -2.107 -0.575
N -1.647 -0.913 0.035
C -0.899 -0.253 0.930
H -1.228 0.794 1.080
C 0.698 -0.432 0.957
N 0.963 -0.385 -0.404
C 0.465 -1.789 -0.971
H 1.115 -2.886 -0.457
H 0.811 -1.887 -1.899
C 2.369 -0.257 -0.924
C 3.382 -0.994 0.154
H 3.420 -0.860 1.135
H 3.304 -2.094 -0.001
S 5.251 -0.468 -0.587
C 5.579 0.747 0.815
C 4.896 2.038 0.384
H 4.996 2.499 -0.384
H 5.330 2.883 1.243
S 3.079 2.085 0.940
C 2.551 1.455 -1.031
H 3.347 1.609 -1.567
H 1.600 1.564 -0.996
H 5.416 0.471 1.658
H 6.610 0.767 0.706
H 2.530 -0.597 -1.770
H 1.023 -1.112 1.543
H 1.086 0.507 1.207
H -1.210 -0.782 1.947
C -1.762 0.097 -1.195
C -2.657 1.273 -0.676
C -3.892 1.276 -0.261
C -4.722 2.095 -0.003
C -4.267 3.403 0.524
C -2.981 3.702 -0.105
C -2.263 2.768 -0.490
H -1.049 2.781 -0.715
H -2.718 4.737 0.186
H -4.999 4.133 0.653
H -5.813 1.728 0.490
H -4.420 0.127 -0.441
H -2.075 -0.333 -2.030
H -0.699 0.522 -1.480
H -1.313 -2.385 -1.547
H -2.954 -4.250 0.897
H -3.333 -3.515 -0.541
H -3.112 -1.517 0.652
*
```

total energy: -45799.2335 eV
LUMO energy: 0.33 eV
F_max: 19.28 eV/A
gap between HOMO and LUMO: 8.68 eV
relative energy (zero: lowest compared OMol25 entry of this formula, charge and spin): 18.9768 eV

=====

6.
C18H28N3O3PRhS3 | ωB97M-V/def2-TZVPD

```
! RIJCOSX wB97M-V def2-TZVPD def2/J DEFGRID3
* xyz 0 2
Rh -0.042 0.169 0.056
C 3.908 4.625 -0.821
C 3.781 3.400 -1.705
O 3.627 2.241 -0.876
P 2.409 1.244 -1.062
S 2.704 -0.278 0.185
S 0.633 2.275 -0.878
O 2.614 0.910 -2.614
C 1.773 0.066 -3.404
C 2.651 -0.908 -4.165
H 4.095 5.500 -1.435
H 4.726 4.491 -0.118
H 2.992 4.770 -0.255
H 4.681 3.257 -2.312
H 2.919 3.497 -2.371
H 1.214 0.716 -4.087
H 1.063 -0.472 -2.769
H 3.347 -0.368 -4.802
H 2.025 -1.553 -4.775
H 3.216 -1.518 -3.465
C -5.434 -2.527 -2.082
C -5.077 -1.151 -2.645
N -4.442 -0.316 -1.653
C -5.252 0.592 -0.885
C -5.279 1.991 -1.501
C -3.129 -0.551 -1.369
S -2.488 0.204 0.094
N -2.486 -1.394 -2.113
C -1.236 -1.848 -2.129
O -0.295 -1.411 -1.328
C -0.866 -2.815 -3.121
C -1.770 -3.297 -4.087
C -1.339 -4.165 -5.064
C -0.011 -4.581 -5.111
C 0.879 -4.142 -4.137
C 0.464 -3.280 -3.151
H -5.951 -3.120 -2.830
H -6.085 -2.428 -1.217
H -4.526 -3.047 -1.786
H -5.971 -0.636 -3.000
H -4.380 -1.267 -3.480
H -4.845 0.653 0.128
H -6.265 0.189 -0.831
H -4.276 2.408 -1.522
H -5.922 2.639 -0.914
H -5.654 1.958 -2.521
H -2.796 -2.965 -4.044
H -2.034 -4.529 -5.809
H 0.324 -5.246 -5.892
H 1.906 -4.478 -4.156
H 1.141 -2.943 -2.381
C -0.453 -1.053 4.559
C -0.169 -0.637 3.223
N 0.074 -0.284 2.157
H 0.350 -1.694 4.925
H -1.394 -1.604 4.578
H -0.533 -0.175 5.201
*
```

total energy: -74538.3492 eV
LUMO energy (spin up / spin down): -0.34 / -0.32 eV
F_max: 4.90 eV/A
gap between HOMO and LUMO (spin up / spin down): 7.05 / 6.89 eV
relative energy (zero: lowest compared OMol25 entry of this formula, charge and spin): 1.1236 eV

=====

7.
C18H28N7O | ωB97M-V/def2-TZVPD

```
! RIJCOSX wB97M-V def2-TZVPD def2/J DEFGRID3
* xyz 1 1
C -0.988 0.820 0.161
C -0.974 -0.668 -0.079
O -1.431 -1.411 0.728
N -0.350 -1.105 -1.258
C -0.886 -0.498 -2.507
N -0.180 -2.493 -1.296
C 1.135 -3.056 -1.644
C 0.676 -4.502 -1.983
N -0.654 -4.646 -1.351
C -1.174 -3.316 -1.476
N -2.417 -3.095 -1.761
H -0.760 1.397 -0.735
H -1.958 1.145 0.524
H -0.195 1.045 0.872
H -0.950 -1.211 -3.321
H -1.863 -0.066 -2.303
H -0.246 0.313 -2.846
H 1.670 -3.100 -0.697
H 1.657 -2.613 -2.480
H 0.485 -4.611 -3.048
H 1.383 -5.246 -1.642
H -0.489 -4.658 -0.340
H -2.945 -2.273 -1.505
H -2.913 -3.843 -2.229
N 2.616 2.527 -1.682
C 3.420 2.875 -2.732
C 3.667 1.748 -3.468
C 2.982 0.676 -2.838
C 2.340 1.190 -1.740
H 2.281 3.157 -0.975
H 3.746 3.892 -2.864
H 4.271 1.697 -4.358
H 2.963 -0.355 -3.156
H 1.717 0.721 -0.997
N 2.565 -0.275 1.893
C 3.774 0.346 1.720
C 3.897 1.303 2.689
C 2.718 1.258 3.483
C 1.916 0.273 2.971
H 2.210 -1.017 1.321
H 4.437 0.053 0.923
H 4.738 1.964 2.818
H 2.487 1.876 4.335
H 0.947 -0.085 3.277
N -4.347 1.285 2.932
C -3.849 1.963 4.013
C -4.287 3.258 3.934
C -5.085 3.366 2.764
C -5.106 2.134 2.168
H -4.183 0.316 2.732
H -3.228 1.468 4.739
H -4.062 4.041 4.639
H -5.587 4.248 2.402
H -5.592 1.788 1.271
*
```

total energy: -31590.1931 eV
LUMO energy: -3.48 eV
F_max: 2.87 eV/A
gap between HOMO and LUMO: 6.69 eV

=====

8.
C18H28O14 | ωB97M-V/def2-TZVPD

```
! RIJCOSX wB97M-V def2-TZVPD def2/J DEFGRID3
* xyz -2 1
O 5.861 -9.616 -11.053
C 5.180 -9.827 -12.322
C 5.630 -9.016 -13.611
O 5.399 -7.603 -13.724
H 4.141 -9.642 -12.047
H 5.239 -10.896 -12.524
H 5.214 -9.540 -14.472
H 6.673 -9.267 -13.805
C 6.701 -12.684 -13.832
C 5.170 -12.887 -14.014
C 4.172 -12.468 -12.911
O 3.477 -11.406 -13.539
C 3.829 -11.165 -14.871
O 3.338 -10.370 -15.694
O 4.892 -12.008 -15.094
H 7.366 -12.784 -14.690
H 6.969 -13.536 -13.208
H 6.919 -11.831 -13.189
H 5.062 -13.925 -14.329
H 4.586 -12.255 -11.925
H 3.387 -13.206 -12.747
C 1.724 -9.956 -12.112
C 1.307 -8.635 -12.741
C 0.847 -7.629 -11.679
O 1.487 -6.440 -12.240
C 2.320 -6.686 -13.201
O 3.058 -5.850 -13.712
O 2.414 -8.008 -13.339
H 1.777 -10.757 -12.850
H 1.025 -10.349 -11.375
H 2.682 -9.901 -11.594
H 0.585 -8.750 -13.549
H 1.259 -7.801 -10.685
H -0.239 -7.545 -11.620
C 2.038 -8.458 -16.220
C 3.524 -8.008 -15.998
C 4.516 -9.125 -16.203
O 5.554 -8.369 -16.794
C 5.128 -7.205 -17.351
O 5.738 -6.643 -18.198
O 3.944 -6.948 -16.890
H 1.866 -9.104 -17.082
H 1.318 -7.655 -16.380
H 1.788 -9.020 -15.320
H 3.571 -7.664 -14.964
H 4.338 -10.029 -16.785
H 4.951 -9.482 -15.269
C 8.742 -9.495 -12.916
C 8.545 -10.926 -12.457
C 8.736 -12.031 -13.549
O 9.489 -12.948 -12.818
C 10.268 -12.366 -11.961
O 11.316 -12.864 -11.421
O 9.750 -11.154 -11.740
H 9.567 -9.597 -13.621
H 8.873 -8.845 -12.051
H 7.890 -9.155 -13.506
H 7.605 -11.049 -11.919
H 9.262 -11.784 -14.471
H 7.773 -12.540 -13.593
*
```

total energy: -47767.6720 eV
LUMO energy: 4.34 eV
F_max: 12.33 eV/A
gap between HOMO and LUMO: 4.00 eV
relative energy (zero: lowest compared OMol25 entry of this formula, charge and spin): 0.0000 eV